The following is a quantum chemistry calculation of a molecular structure, C33H30N3O5RhSSe2 in a non-equilibrium geometry, from the Open Molecules 2025 dataset.

Cartesian coordinates (Å):
Rh  0.9137  0.0178  -0.6710
O  -1.7227  -5.4272  2.5426
C  -2.3017  -4.8440  1.6097
O  -3.4208  -4.9809  1.0817
C  -1.4659  -3.6703  0.9949
C  -1.9810  -2.9204  -0.0513
C  -1.2346  -1.8686  -0.5519
N  -0.0429  -1.5917  -0.0347
C  0.4759  -2.2826  0.9725
C  -0.2197  -3.3511  1.5134
C  1.7744  -1.7359  1.4401
C  2.4763  -2.2611  2.5107
C  3.6259  -1.6295  2.9545
C  4.0534  -0.4846  2.3056
C  3.3280  -0.0297  1.2205
N  2.2247  -0.6353  0.7908
C  -1.6663  -0.8849  -1.5756
C  -2.8474  -0.9901  -2.2892
C  -3.2536  0.0584  -3.0977
C  -2.4722  1.1997  -3.1576
C  -1.2717  1.2159  -2.4709
N  -0.8593  0.1909  -1.7318
H  -2.9683  -3.1644  -0.4239
H  0.1557  -3.9419  2.3393
H  2.1109  -3.1578  2.9926
H  4.1742  -2.0190  3.8024
H  4.9339  0.0501  2.6324
H  3.6270  0.8545  0.6716
H  -3.4313  -1.8974  -2.2085
H  -4.1712  -0.0092  -3.6682
H  -2.7770  2.0594  -3.7373
H  -0.6006  2.0661  -2.5153
O  1.0507  0.8974  -4.1605
C  2.3761  1.0554  -4.6320
C  3.4932  0.7795  -3.6015
C  4.8059  0.9935  -4.3942
O  4.9903  2.3081  -4.9028
C  3.5271  1.7493  -2.4182
Se  1.9212  2.0571  -1.3419
C  3.5418  -0.6610  -3.0880
Se  1.9385  -1.5824  -2.4403
H  0.4674  0.7859  -4.9157
H  2.4928  2.0879  -4.9815
H  2.5430  0.3711  -5.4755
H  4.8594  0.2574  -5.2054
H  5.6498  0.8190  -3.7246
H  4.4075  2.4449  -5.6533
H  3.8364  2.7309  -2.7692
H  4.2858  1.3920  -1.7192
H  4.2407  -0.7091  -2.2540
H  3.9175  -1.3189  -3.8776
O  -0.2601  1.0030  1.1280
S  -1.7573  1.1986  1.0750
C  -2.0585  2.5824  2.1733
C  -1.0321  3.0170  2.9954
C  -1.2283  4.1499  3.7725
C  -2.4321  4.8401  3.7057
C  -3.4495  4.3962  2.8708
C  -3.2644  3.2625  2.0943
C  -2.4155  -0.1387  2.0662
C  -3.5937  -0.7499  1.6622
C  -4.0681  -1.8426  2.3763
C  -3.3621  -2.3096  3.4750
C  -2.1765  -1.6926  3.8638
C  -1.6922  -0.6044  3.1550
H  -0.0886  2.4858  2.9926
H  -0.4323  4.5030  4.4149
H  -2.5738  5.7351  4.2981
H  -4.3809  4.9447  2.8099
H  -4.0439  2.9146  1.4242
H  -4.1224  -0.3816  0.7879
H  -4.9738  -2.3432  2.0603
H  -3.7281  -3.1660  4.0254
H  -1.6213  -2.0690  4.7135
H  -0.7557  -0.1284  3.4244

Atomic forces in eV per Å
0.0 -1.3 -0.1
-0.3 0.1 -0.2
0.1 0.2 0.0
0.2 0.0 0.2
-0.1 -0.3 0.0
0.0 0.1 -0.2
-0.2 -0.1 -0.2
-0.2 -0.3 0.1
0.2 -0.2 0.2
0.2 0.1 0.0
0.0 0.0 0.0
-0.1 -0.2 0.1
0.0 0.0 0.0
0.0 -0.1 0.1
0.2 0.2 -0.2
-0.1 0.0 -0.1
0.0 0.0 -0.1
-0.1 -0.2 0.1
0.0 0.1 0.0
-0.1 -0.1 0.0
0.2 0.2 -0.1
0.1 0.0 -0.2
0.0 -0.1 0.1
-0.1 0.0 0.0
0.0 0.0 0.0
0.0 0.0 0.0
0.0 0.0 -0.1
-0.1 0.0 0.0
0.0 0.1 0.0
0.0 0.0 0.0
0.1 0.0 0.0
0.1 -0.1 0.0
-0.1 0.1 0.2
0.1 -0.1 0.0
-0.6 0.2 -0.1
0.1 0.0 0.0
0.1 -0.1 0.1
-0.1 -0.1 0.1
0.3 1.1 -0.2
-0.1 -0.1 0.0
-0.6 1.1 1.0
0.1 -0.1 -0.1
0.1 0.0 -0.1
0.1 0.1 0.0
0.0 0.0 0.0
0.0 0.0 0.0
0.0 0.0 0.0
-0.1 0.1 0.0
0.2 0.0 -0.1
0.2 0.0 -0.1
-0.1 -0.1 0.0
0.5 0.1 -0.4
-0.2 -0.1 0.4
0.2 0.1 -0.1
0.0 0.0 0.0
-0.1 0.0 0.0
0.0 0.0 0.0
0.0 0.0 0.0
0.0 -0.1 -0.1
0.0 0.0 -0.1
0.0 0.1 0.0
-0.1 0.1 0.0
0.0 0.1 0.1
0.0 0.0 0.0
0.0 0.0 0.0
0.0 0.0 0.0
0.0 0.0 0.0
0.0 0.0 0.0
0.0 0.0 0.0
0.0 0.0 0.0
0.0 -0.1 0.0
0.1 0.0 0.0
0.0 0.0 -0.1
0.0 0.0 0.0
0.0 0.0 0.0

## Properties
HOMO-LUMO gap	6.28	eV
relative energy (zero: lowest compared OMol25 entry of this formula, charge and spin)	0.000	eV
spin multiplicity	1
HOMO	-7.21	eV
DFT total energy	-7127.61779	a.u.

---

The following is a quantum chemistry calculation of a molecular structure, C33H30N3O9S3W in a non-equilibrium geometry, from the Open Molecules 2025 dataset.

Cartesian coordinates (Å):
W  0.0030  -0.3133  0.0741
O  2.1537  1.2383  -0.0777
C  3.2719  1.0076  0.7855
C  3.9694  -0.2636  0.2598
N  2.9724  -1.2129  -0.2143
C  3.0752  -1.6399  -1.5957
C  1.7122  -1.4713  -2.2886
O  1.5537  -1.5548  -3.4827
O  0.7526  -1.1804  -1.4368
C  2.6915  -2.2646  0.7489
C  2.0348  -1.5678  1.9626
O  2.4116  -1.7352  3.1002
O  1.0929  -0.7321  1.5811
H  1.6751  2.0360  0.2022
H  2.9346  0.8908  1.8242
H  3.9637  1.8561  0.7212
H  4.5893  -0.6887  1.0587
H  4.6231  0.0271  -0.5635
H  3.3971  -2.6822  -1.6964
H  3.7787  -1.0170  -2.1514
H  3.5910  -2.8050  1.0845
H  1.9821  -2.9743  0.3001
S  0.4347  -5.5397  2.6091
C  0.2343  -7.1959  3.0097
C  -0.7806  -7.7754  2.3165
C  -1.4196  -6.8815  1.4408
C  -0.8846  -5.6170  1.4664
C  -1.2681  -4.4739  0.6689
C  -0.7070  -3.2195  0.9030
N  -0.9723  -2.1094  0.1687
C  -1.9194  -2.2406  -0.8405
C  -2.5269  -3.4826  -1.1498
C  -3.4545  -3.5105  -2.2311
C  -3.7941  -2.3812  -2.9068
C  -3.2288  -1.1130  -2.5789
C  -3.5365  0.0767  -3.2310
C  -2.9466  1.2826  -2.8028
C  -2.0633  1.2416  -1.7239
N  -1.6381  0.1018  -1.1379
C  -2.2587  -1.0740  -1.5423
C  -3.2045  2.5218  -3.4987
C  -2.5778  3.7366  -3.3497
C  -3.0464  4.7131  -4.2451
C  -4.0209  4.2477  -5.0731
S  -4.3863  2.6025  -4.7767
C  -2.1847  -4.6013  -0.3920
H  0.8800  -7.6512  3.7330
H  -1.0653  -8.8051  2.4292
H  -2.2485  -7.1772  0.8245
H  -0.0150  -3.0871  1.7294
H  -3.8929  -4.4620  -2.4919
H  -4.5036  -2.4176  -3.7187
H  -4.2311  0.0793  -4.0559
H  -1.6234  2.1496  -1.3262
H  -1.8011  3.9278  -2.6309
H  -2.6751  5.7211  -4.2798
H  -4.5433  4.7753  -5.8476
H  -2.6231  -5.5541  -0.6281
O  0.6423  1.2895  -2.2863
H  0.4633  0.7866  -3.0934
H  1.5375  1.6371  -2.3761
C  3.2154  1.3196  6.1000
C  2.1214  1.4433  5.0898
C  1.9911  2.5883  4.3073
C  0.9885  2.6781  3.3550
C  0.1133  1.6180  3.1913
C  0.2148  0.4764  3.9691
C  1.2191  0.3943  4.9158
S  -1.0621  1.6388  1.8616
O  -1.4841  0.2184  1.6631
O  -2.0931  2.6053  2.0119
O  -0.2006  1.8620  0.6264
H  3.9954  2.0586  5.9311
H  3.6392  0.3171  6.0670
H  2.8170  1.4742  7.1041
H  2.6841  3.4068  4.4388
H  0.8772  3.5564  2.7405
H  -0.4884  -0.3285  3.8146
H  1.3315  -0.5006  5.5080

Atomic forces in eV per Å
0.2 0.9 0.0
0.1 0.4 -0.1
0.1 -0.1 0.0
-0.3 0.5 0.0
1.0 -0.7 -0.1
-0.5 0.0 0.2
1.0 0.2 -0.4
-0.1 0.1 0.6
-0.4 -0.6 -0.6
0.1 0.4 0.1
1.1 -0.9 0.2
-0.5 0.1 -0.7
0.3 -0.5 1.3
0.2 -0.2 0.1
0.1 0.1 -0.2
-0.1 -0.1 0.1
0.0 0.0 -0.1
0.0 -0.1 0.0
0.0 0.0 -0.1
0.0 -0.1 0.1
-0.2 0.1 0.0
0.1 0.1 0.2
-0.5 -0.4 -0.3
0.0 0.3 -0.1
0.2 -0.1 0.2
0.1 0.5 -0.1
0.4 -0.6 0.6
-0.8 0.1 -1.0
0.0 1.3 -0.2
-1.3 -2.2 -0.4
0.7 -0.8 0.8
0.4 0.7 0.3
-0.4 0.3 -0.4
0.0 -0.6 0.1
0.8 0.0 0.8
0.6 0.8 0.6
-0.6 -1.2 -0.3
0.8 -0.5 0.8
-2.5 -0.1 -1.9
-0.2 1.2 -0.4
-0.2 0.7 -0.5
-0.2 -0.5 0.1
-0.2 0.2 -0.2
0.0 -0.3 0.1
0.4 0.3 0.3
0.7 0.5 0.6
0.1 -0.1 0.2
0.0 -0.2 0.0
-0.2 0.0 -0.2
-0.1 0.1 -0.1
-0.1 0.0 -0.1
-0.1 -0.1 -0.1
-0.1 -0.1 -0.1
0.0 -0.2 -0.1
0.1 0.0 0.1
0.0 0.2 0.0
-0.1 0.1 -0.1
-0.1 -0.2 0.0
-0.1 0.5 -0.3
0.2 0.0 0.0
0.0 -0.1 0.0
0.0 0.0 0.1
-0.1 -0.1 -0.1
-0.2 -0.1 -0.1
-0.1 0.1 0.0
-0.4 -0.1 -0.1
-0.2 0.1 0.2
0.0 0.3 -0.1
0.7 0.4 0.1
0.2 0.1 0.1
0.0 -0.1 0.1
-0.5 0.0 0.1
0.1 0.0 0.0
0.1 0.0 0.0
0.0 0.0 0.0
0.0 0.1 0.0
0.1 0.2 -0.1
0.1 -0.1 0.0
0.0 -0.1 0.0

## Properties
HOMO-LUMO gap (alpha / beta)	6.07 / 6.43	eV
relative energy (zero: lowest compared OMol25 entry of this formula, charge and spin)	1.197	eV
spin multiplicity	3
HOMO (alpha / beta)	-10.00 / -10.69	eV
charge	+1
DFT total energy	-3378.50721	a.u.
⟨S²⟩	2.02

---

The following is a quantum chemistry calculation of a molecular structure, C33H30N5O3OsSb, from the Open Molecules 2025 dataset.

Cartesian coordinates (Å):
Os  0.2546  -0.1752  0.3354
C  3.7831  -1.4068  2.7027
O  3.2452  -2.6587  3.1240
C  1.9352  -2.9518  3.0870
C  1.5775  -4.0610  3.8637
C  0.2859  -4.5530  3.9190
C  -0.6981  -3.9491  3.1656
C  -0.3782  -2.8425  2.3644
C  -1.3988  -2.3729  1.5022
N  -1.2917  -1.4398  0.5869
N  -2.4303  -1.2783  -0.1933
C  -2.2051  -0.3586  -1.0762
O  -1.0561  0.2910  -1.0744
C  -3.1969  0.0206  -2.0841
C  -3.0163  1.1960  -2.8116
C  -3.9594  1.5691  -3.7537
C  -5.0732  0.7688  -3.9735
C  -5.2503  -0.4046  -3.2507
C  -4.3163  -0.7815  -2.3020
C  0.9353  -2.3159  2.3429
O  1.2316  -1.2311  1.6003
H  4.8366  -1.4550  2.9603
H  3.3142  -0.5881  3.2476
H  3.6733  -1.2583  1.6297
H  2.3728  -4.5261  4.4323
H  0.0583  -5.4081  4.5392
H  -1.7124  -4.3258  3.1687
H  -2.3691  -2.8584  1.5346
H  -2.1438  1.8115  -2.6324
H  -3.8293  2.4826  -4.3184
H  -5.8077  1.0604  -4.7123
H  -6.1180  -1.0249  -3.4287
H  -4.4458  -1.6909  -1.7312
C  0.7835  1.2581  3.2567
C  1.8953  1.5430  2.2914
C  3.0290  2.2046  2.7510
C  4.0170  2.5869  1.8700
C  3.8089  2.3811  0.5117
C  2.6618  1.7386  0.0864
N  1.7622  1.2597  0.9794
Sb  2.1242  2.0507  -1.9725
C  1.6032  0.0127  -2.4826
C  1.7639  -0.2795  -3.8241
C  1.6326  -1.5927  -4.2596
C  1.3956  -2.5773  -3.3257
C  1.2476  -2.2413  -1.9836
C  0.9841  -3.3115  -0.9700
N  1.3321  -0.9591  -1.5860
C  0.2649  2.9615  -1.3460
C  -0.1914  4.0212  -2.1101
C  -1.3475  4.6840  -1.7045
C  -1.9971  4.2526  -0.5684
C  -1.4810  3.1721  0.1514
C  -2.1844  2.6610  1.3735
N  -0.3594  2.5643  -0.2315
H  1.1809  1.0603  4.2508
H  0.1511  0.4208  2.9736
H  0.1507  2.1462  3.3261
H  3.1154  2.4161  3.8081
H  4.9120  3.0812  2.2247
H  4.5220  2.7445  -0.2161
H  2.0074  0.5073  -4.5266
H  1.7401  -1.8403  -5.3074
H  1.3248  -3.6160  -3.6172
H  1.3676  -4.2651  -1.3265
H  -0.0892  -3.4333  -0.8082
H  1.4647  -3.0854  -0.0210
H  0.3407  4.3347  -2.9994
H  -1.7302  5.5205  -2.2745
H  -2.9037  4.7359  -0.2286
H  -3.2567  2.5786  1.1965
H  -2.0456  3.3410  2.2164
H  -1.8038  1.6790  1.6580

Atomic forces in eV per Å
0.0 0.0 0.0
0.0 0.0 0.0
0.1 0.0 -0.1
0.0 0.0 0.1
0.0 0.0 0.0
-0.1 0.0 0.0
0.0 -0.1 0.1
0.0 0.1 -0.1
0.0 0.0 0.0
-0.1 0.0 0.0
0.1 0.0 0.0
-0.1 0.1 -0.1
0.1 0.0 0.1
0.0 0.0 0.0
0.0 0.0 0.0
0.0 0.0 0.0
0.0 0.0 0.0
0.0 0.0 0.0
0.0 0.0 0.0
0.0 0.0 0.0
0.0 -0.1 0.0
0.0 0.0 0.0
0.0 0.0 0.0
0.0 0.0 0.0
0.0 0.0 0.0
0.0 0.0 0.0
0.0 0.0 0.0
0.0 0.0 0.0
0.0 0.0 0.0
0.0 0.0 0.0
0.0 0.0 0.0
0.0 0.0 0.0
0.0 0.0 0.0
0.0 0.0 0.0
0.0 0.0 0.0
0.0 0.0 0.0
0.0 0.0 0.0
0.0 0.0 0.0
0.0 0.0 0.0
0.0 0.0 -0.1
0.0 0.0 0.0
0.0 0.0 0.0
0.0 0.0 0.0
0.0 0.0 0.0
0.0 0.0 0.0
0.0 0.0 0.0
0.0 0.0 0.0
0.0 0.0 0.0
0.0 0.0 0.0
0.0 0.0 0.0
0.0 0.0 0.0
0.0 0.0 0.0
0.0 0.0 0.0
0.0 0.0 0.0
0.0 0.0 0.0
0.0 0.0 0.0
0.0 0.0 0.0
0.0 0.0 0.0
0.0 0.0 0.0
0.0 0.0 0.0
0.0 0.0 0.0
0.0 0.0 0.0
0.0 0.0 0.0
0.0 0.0 0.0
0.0 0.0 0.0
0.0 0.0 0.0
0.0 0.0 0.0
0.0 0.0 0.0
0.0 0.0 0.0
0.0 0.0 0.0
0.0 0.0 0.0
0.0 0.0 0.0
0.0 0.0 0.0

## Properties
HOMO-LUMO gap (alpha / beta)	7.55 / 5.51	eV
relative energy (zero: lowest compared OMol25 entry of this formula, charge and spin)	0.107	eV
spin multiplicity	5
HOMO (alpha / beta)	-13.65 / -13.69	eV
charge	+2
DFT total energy	-2105.33306	a.u.
⟨S²⟩	6.04